Entry 1:
Computed, not measured: a 5-piece molecular cluster, C5H15N5O10 overall at a distorted geometry, with ωB97M-V/def2-TZVPD.

The calculation puts the calculated total energy at -1225.16016 Ha. The net charge is 0. As for the relative energy (zero: lowest compared OMol25 entry of this formula, charge and spin): 142.7 kJ/mol. The LUMO energy is -0.0065 hartree. For the HOMO-LUMO gap, the calculation gives 10.637 eV.

```
35
Properties=species:S:1:pos:R:3:mulliken_charge:R:1
O 4.1889 -14.8021 -25.1580 -0.521
O 3.4781 -16.8040 -24.8587 -0.490
O 2.9913 -16.2863 -18.7404 -0.480
O 9.1896 -24.3441 -16.6976 -0.500
O 4.5273 -16.5788 -20.2446 -0.495
O 5.6907 -23.4956 -24.3142 -0.521
O 7.2244 -23.5968 -17.2075 -0.503
O 4.7127 -21.8894 -25.2932 -0.514
O 0.5633 -17.1129 -13.7398 -0.507
O -0.7412 -16.5289 -15.3899 -0.481
N -0.3046 -16.3574 -14.2825 0.804
N 7.9601 -24.3065 -16.5705 0.808
N 5.3578 -22.3454 -24.3526 0.847
N 3.9237 -16.9209 -19.2098 0.760
N 3.3239 -15.6130 -24.8589 0.836
C 1.9912 -15.1645 -24.2753 -0.669
C 5.5972 -21.4454 -23.1419 -0.682
C -0.8225 -15.1663 -13.5530 -0.669
C 7.4037 -25.2388 -15.5228 -0.646
C 4.0953 -18.3984 -18.7441 -0.579
H 6.3681 -25.5576 -15.6406 0.284
H 1.2820 -15.5248 -25.0206 0.286
H -1.4182 -15.5920 -12.7454 0.269
H 5.8119 -22.0888 -22.2886 0.305
H 6.3986 -20.7798 -23.4627 0.273
H 1.9095 -14.0839 -24.3922 0.301
H 0.0580 -14.6125 -13.2272 0.280
H 7.5101 -24.6900 -14.5870 0.269
H -1.4006 -14.5065 -14.1999 0.304
H 4.5922 -21.0520 -22.9893 0.291
H 3.7023 -18.6094 -17.7495 0.275
H 5.1762 -18.5082 -18.8316 0.266
H 8.0826 -26.0913 -15.5423 0.288
H 1.8832 -15.6161 -23.2892 0.259
H 3.5867 -19.1004 -19.4049 0.252
```



Entry 2:
Computed, not measured: an isolated ion of composition C5H15N7O and charge +2 at a distorted geometry, with ωB97M-V/def2-TZVPD.

The calculation puts the calculated total energy at -657.47158 Ha. The net charge is +2. As for the relative energy (zero: lowest compared OMol25 entry of this formula, charge and spin): 127.9 kJ/mol. The LUMO energy is -0.2372 hartree. For the HOMO-LUMO gap, the calculation gives 9.876 eV.

```
28
Properties=species:S:1:pos:R:3:mulliken_charge:R:1
O -2.8853 0.2163 -1.7321 -0.531
N 1.8841 -0.1533 0.2940 -0.280
N -0.0466 1.0639 0.1833 -0.742
N 2.3726 2.0718 0.7096 -0.329
N 0.0391 -1.2947 -0.4446 -0.335
N -1.6104 -1.2736 1.1531 -0.282
N 3.8912 0.4192 1.1346 -0.379
N -1.3231 -3.0760 -0.2590 -0.381
C -1.4185 1.4623 -0.1082 -0.627
C 0.5496 0.0097 0.0130 0.706
C -1.0451 -1.8771 0.1454 0.664
C -1.7858 1.1133 -1.6608 -0.371
C 2.7040 0.7875 0.7650 0.387
H 1.3630 2.1580 0.4228 0.312
H -2.0937 -3.7894 0.0444 0.310
H 4.6095 1.2281 1.2898 0.302
H -1.3314 2.5641 0.0171 0.370
H 2.2665 -1.1430 0.2410 0.334
H -3.6733 0.6678 -1.3875 0.339
H 2.7696 2.7687 1.3305 0.279
H -0.5787 -3.5009 -0.7595 0.210
H -2.2299 1.0599 0.4144 0.376
H 0.3889 -1.6640 -1.2770 0.276
H -0.8586 0.7809 -2.2299 0.308
H -1.5922 -0.3577 1.4914 0.210
H 4.3359 -0.4814 0.8206 0.271
H -2.4571 -1.8383 1.4775 0.274
H -2.2442 2.0780 -2.0892 0.330
```



Entry 3:
Computed, not measured: a 2-piece molecular cluster, C5H15NO overall at a distorted geometry, with ωB97M-V/def2-TZVPD.

The calculation puts the calculated total energy at -329.41424 Ha. The net charge is 0. As for the relative energy (zero: lowest compared OMol25 entry of this formula, charge and spin): 245.1 kJ/mol. The LUMO energy is 0.0289 hartree. For the HOMO-LUMO gap, the calculation gives 9.366 eV.

```
22
Properties=species:S:1:pos:R:3:mulliken_charge:R:1
O 3.3567 2.0136 1.7309 -0.623
N -1.2751 -0.0138 0.0502 0.014
C -0.2986 0.0803 1.1650 -0.905
C -2.3417 1.0529 0.2304 -0.958
C -0.5448 0.0825 -1.3076 -0.625
C 0.4093 -1.1220 -1.2948 -0.818
C -0.2073 -2.5290 -1.0188 -0.778
H -2.9485 0.9709 -0.7160 0.317
H 0.6477 -0.5044 0.9200 0.261
H 3.8473 2.3889 2.4882 0.315
H 0.0581 1.0304 -1.6721 0.228
H 0.8476 -1.1031 -2.3202 0.413
H -1.2433 -0.1913 -2.0348 0.432
H -3.0323 0.6681 0.9648 0.359
H -0.7255 -0.4147 2.0431 0.285
H 1.4388 -1.0185 -0.7583 0.400
H 0.4688 -2.9872 -1.6987 0.365
H -1.2809 -2.6131 -1.2038 0.265
H 4.0388 1.7989 1.0976 0.311
H -2.0694 2.1174 0.5328 0.290
H 0.0031 -2.7076 0.0794 0.158
H -0.0800 1.1644 1.4341 0.294
```



Entry 4:
Computed, not measured: a 2-piece molecular cluster, C5H15NO overall at a distorted geometry, with ωB97M-V/def2-TZVPD.

The calculation puts the calculated total energy at -329.43962 Ha. The net charge is 0. As for the relative energy (zero: lowest compared OMol25 entry of this formula, charge and spin): 178.5 kJ/mol. The LUMO energy is 0.0275 hartree. For the HOMO-LUMO gap, the calculation gives 9.485 eV.

```
22
Properties=species:S:1:pos:R:3:mulliken_charge:R:1
O -5.6492 2.9410 -1.1280 -0.644
N 1.0719 0.3837 -0.2922 -0.136
C 1.4443 -0.8889 0.4850 0.723
C 2.1535 -1.8698 -0.3247 -1.565
C 0.7765 1.5313 0.5665 -0.854
C 0.4395 -1.4452 1.4738 -1.198
C -0.1515 0.0626 -1.0497 -0.923
H 1.5774 -2.6846 -0.8674 0.294
H 2.9826 -2.4954 0.2540 0.329
H 0.3143 -0.6844 2.2709 0.325
H -0.0753 1.2676 1.3143 0.299
H 0.7986 -2.2836 2.1071 0.397
H 0.0611 -0.5756 -1.9176 0.265
H -5.7036 2.0463 -1.4806 0.319
H 0.4587 2.4601 0.1134 0.337
H 2.2665 -0.5480 1.1265 0.090
H -5.2059 3.4039 -1.8871 0.325
H 1.7098 1.7584 1.1584 0.267
H -0.5542 1.0321 -1.4265 0.349
H -0.9384 -0.3971 -0.4385 0.309
H 2.7411 -1.3244 -1.0836 0.418
H -0.5178 -1.6902 1.0260 0.273
```



Entry 5:
Computed, not measured: a 2-piece molecular cluster, C5H15NO overall at a distorted geometry, with ωB97M-V/def2-TZVPD.

The calculation puts the calculated total energy at -329.30518 Ha. The net charge is 0. As for the relative energy (zero: lowest compared OMol25 entry of this formula, charge and spin): 531.5 kJ/mol. The LUMO energy is 0.0320 hartree. For the HOMO-LUMO gap, the calculation gives 9.755 eV.

```
22
Properties=species:S:1:pos:R:3:mulliken_charge:R:1
O 0.5234 0.1499 -0.1365 -0.633
N 2.0733 0.0461 -0.7933 -0.173
C -2.0162 1.1002 1.8971 -1.254
C 2.2269 -1.2157 -1.4797 -0.770
C -1.8458 0.1416 0.7338 0.250
C -2.3333 -1.2678 1.0127 -1.238
C 2.2917 1.2285 -1.5964 -0.792
H 2.1475 2.1097 -0.9743 0.290
H -0.6577 0.0283 0.6064 0.113
H -3.3961 -1.2689 1.2696 0.361
H -2.2911 0.5398 -0.1741 0.287
H 1.5701 1.2546 -2.4172 0.306
H 3.2386 -1.3172 -1.8866 0.318
H -1.6532 2.0939 1.6376 0.308
H -1.7905 -1.7063 1.8509 0.312
H -3.0686 1.1885 2.1804 0.361
H -2.2045 -1.9032 0.1375 0.304
H 1.7870 0.1205 0.4417 0.438
H 3.3071 1.2424 -2.0039 0.316
H 2.0512 -2.0278 -0.7761 0.283
H 1.5065 -1.2840 -2.3000 0.299
H -1.4660 0.7470 2.7706 0.316
```



Entry 6:
Computed, not measured: a 2-piece molecular cluster, C5H15NO overall at a distorted geometry, with ωB97M-V/def2-TZVPD.

The calculation puts the calculated total energy at -329.44533 Ha. The net charge is 0. As for the relative energy (zero: lowest compared OMol25 entry of this formula, charge and spin): 163.5 kJ/mol. The LUMO energy is 0.0218 hartree. For the HOMO-LUMO gap, the calculation gives 10.155 eV.

```
22
Properties=species:S:1:pos:R:3:mulliken_charge:R:1
O 0.0533 1.2122 -4.2656 -0.634
N -1.2868 -0.5287 -0.6700 -0.684
C 0.6872 -0.0685 0.9892 0.407
C 0.4682 1.4719 0.7977 -1.196
C -1.6615 -0.6282 1.6746 -1.309
C 1.8299 -0.6498 0.1097 -1.197
C -0.6120 -0.8347 0.6415 0.291
H 1.6132 -0.6461 -1.0237 0.205
H -0.4309 -1.9383 0.6050 0.319
H -0.1253 0.8964 -3.3970 0.304
H 2.0750 -1.7434 0.3542 0.334
H -1.6095 0.4704 1.9214 0.173
H 2.8395 -0.2255 0.4084 0.367
H -1.6502 0.3591 -0.7572 0.264
H -1.4351 -1.0263 2.7411 0.305
H 1.3463 2.0502 1.1991 0.349
H -2.6648 -1.0332 1.3083 0.370
H 0.4076 1.6630 -0.3146 0.182
H 0.3509 0.3042 -4.5133 0.327
H -0.4329 1.7413 1.4055 0.376
H -0.5231 -0.6994 -1.3428 0.201
H 0.7611 -0.1469 2.1285 0.243
```



Entry 7:
Computed, not measured: a 2-piece molecular cluster, C5H15NO overall at a distorted geometry, with ωB97M-V/def2-TZVPD.

The calculation puts the calculated total energy at -329.47451 Ha. The net charge is 0. As for the relative energy (zero: lowest compared OMol25 entry of this formula, charge and spin): 86.9 kJ/mol. The LUMO energy is 0.0254 hartree. For the HOMO-LUMO gap, the calculation gives 9.266 eV.

```
22
Properties=species:S:1:pos:R:3:mulliken_charge:R:1
O -2.9652 0.3091 0.3989 -0.635
N 0.1314 -0.0228 -0.6599 -0.321
C 1.3032 0.2254 1.5490 -1.325
C 0.1796 2.1604 0.3911 -1.533
C 0.6862 -1.3726 -0.8759 -0.374
C -0.2372 -2.1315 -1.8284 -1.117
C 0.9472 0.8432 0.2145 0.498
H 0.7030 -1.9443 0.0599 0.278
H -0.1657 -3.2069 -1.6840 0.362
H 1.6639 -1.2397 -1.3326 0.355
H -3.6597 0.9658 0.4864 0.307
H -2.6367 0.1635 1.3074 0.311
H -0.5432 2.1669 1.2105 0.296
H -0.7595 -0.1568 -0.1991 0.125
H 0.4231 -0.2262 2.0037 0.271
H -0.1267 -1.7016 -2.8238 0.313
H 2.0547 -0.5627 1.4489 0.351
H -1.2880 -1.9179 -1.5856 0.262
H 1.8002 1.1780 -0.3849 0.324
H 1.8112 0.9939 2.1393 0.418
H -0.2077 2.5369 -0.5502 0.377
H 0.8859 2.9399 0.7150 0.458
```



Entry 8:
Computed, not measured: a 2-piece molecular cluster, C5H15NO overall at a distorted geometry, with ωB97M-V/def2-TZVPD.

The calculation puts the calculated total energy at -329.45525 Ha. The net charge is 0. As for the relative energy (zero: lowest compared OMol25 entry of this formula, charge and spin): 137.5 kJ/mol. The LUMO energy is 0.0315 hartree. For the HOMO-LUMO gap, the calculation gives 9.493 eV.

```
22
Properties=species:S:1:pos:R:3:mulliken_charge:R:1
O -0.7980 3.3345 -1.0319 -0.634
N 0.0811 -0.7786 -0.6316 0.020
C 2.2166 -0.2364 0.4823 -1.327
C -1.0287 -0.3694 -1.4867 -0.925
C -0.9890 -0.7051 1.6567 -0.803
C -0.4088 -1.5284 0.4898 -0.715
C 0.9659 0.3474 -0.3249 -0.328
H -1.6719 -1.2168 2.3277 0.370
H 3.0107 0.4879 0.3595 0.447
H -1.4622 0.1853 1.2344 0.176
H 0.6136 1.2280 0.2257 0.179
H -0.2346 2.7964 -1.5926 0.330
H 1.4402 0.6721 -1.2563 0.511
H -1.1383 2.7800 -0.3508 0.316
H 0.4460 -2.0491 0.9631 0.281
H -1.0866 -2.3357 0.1989 0.422
H -1.8376 0.0772 -0.8869 0.284
H -0.1865 -0.3732 2.3173 0.220
H 2.4492 -1.2161 0.0793 0.326
H 1.8564 -0.3749 1.4989 0.239
H -1.4421 -1.1740 -2.0943 0.293
H -0.7953 0.4490 -2.1777 0.316
```